Formula: C32H49F13O8S2
Source: OMol25
Level of theory: ωB97M-V with the def2-TZVPD basis set

The geometry in ORCA input format:
```
! RIJCOSX wB97M-V def2-TZVPD def2/J DEFGRID3
* xyz 0 1
O -1.00 4.23 -2.11
S -0.91 3.30 -0.90
O -1.52 1.83 -1.43
C -1.37 0.78 -0.44
C -2.34 -0.47 -0.78
C -1.75 -1.45 -1.90
F -0.75 -0.72 -2.59
F -2.84 -1.57 -2.86
C -1.38 -2.93 -1.44
F -1.94 -3.80 -2.46
F -2.12 -3.34 -0.28
C 0.15 -3.36 -1.40
F 0.65 -3.17 -2.74
F 0.15 -4.80 -1.31
C 1.17 -2.63 -0.45
F 1.43 -1.27 -0.82
F 2.44 -3.27 -0.69
S 0.91 -2.65 1.39
F -0.44 -1.68 1.35
F 1.86 -1.25 1.50
F 2.36 -3.53 1.60
F 0.07 -4.07 1.43
F 0.80 -2.61 3.06
O 0.72 3.22 -0.50
C 1.51 2.43 -1.39
C 1.23 2.09 -2.86
C 2.26 1.24 -3.69
C 3.58 0.67 -3.08
C 3.86 1.00 -1.59
C 2.85 1.84 -0.78
H -1.76 1.21 0.56
H -0.28 0.48 -0.25
H -3.32 0.01 -1.16
H -2.59 -0.95 0.22
H 0.28 2.45 -3.36
H 2.10 0.99 -4.80
H 4.32 0.03 -3.66
H 4.82 0.61 -1.10
H 3.10 2.06 0.32
C 3.82 7.47 -0.68
C 2.89 6.80 -1.68
C 3.49 5.41 -1.79
O 4.07 5.12 -0.52
C 4.13 6.32 0.26
H 3.38 8.33 -0.18
H 4.73 7.79 -1.19
H 1.88 6.75 -1.27
H 2.84 7.32 -2.64
H 4.28 5.38 -2.54
H 2.74 4.65 -2.03
H 3.38 6.24 1.05
H 5.11 6.41 0.72
C -6.91 2.72 -1.23
C -7.13 2.97 0.24
C -5.90 2.32 0.85
O -4.85 2.43 -0.11
C -5.41 2.85 -1.36
H -7.46 3.41 -1.88
H -7.22 1.70 -1.48
H -7.11 4.05 0.44
H -8.06 2.57 0.63
H -6.08 1.25 1.04
H -5.60 2.79 1.79
H -5.11 3.89 -1.53
H -5.00 2.24 -2.17
C 4.10 -3.56 4.57
C 3.90 -5.03 4.89
C 5.23 -5.40 5.51
O 5.74 -4.22 6.15
C 4.95 -3.10 5.74
H 3.17 -3.01 4.47
H 4.66 -3.46 3.64
H 3.10 -5.14 5.64
H 3.65 -5.64 4.03
H 5.96 -5.70 4.75
H 5.15 -6.21 6.24
H 4.32 -2.80 6.59
H 5.60 -2.27 5.48
C -1.27 -3.31 7.00
C -0.82 -2.59 5.75
C -2.06 -2.66 4.89
O -3.19 -2.66 5.77
C -2.72 -2.88 7.11
H -0.68 -3.07 7.89
H -1.22 -4.40 6.85
H -0.58 -1.55 5.99
H 0.05 -3.04 5.28
H -2.09 -3.58 4.30
H -2.14 -1.81 4.20
H -2.81 -1.93 7.66
H -3.35 -3.63 7.60
C -1.97 -0.56 -7.75
C -2.22 -0.32 -6.28
C -1.00 -0.97 -5.65
O 0.08 -0.84 -6.59
C -0.47 -0.41 -7.85
H -2.51 0.13 -8.40
H -2.26 -1.58 -8.01
H -2.22 0.75 -6.07
H -3.16 -0.74 -5.91
H -1.16 -2.04 -5.47
H -0.72 -0.50 -4.70
H -0.18 0.63 -8.00
H -0.04 -1.01 -8.65
*
```

The energy is -3944.8219 Eh. The value obtained for the HOMO energy is -0.316 Ha. The value obtained for the LUMO energy is -0.07197 Eh. Its molar mass is 872.844 g mol⁻¹.

---

Formula: C32H49GeN7SSiSn
Source: OMol25
Level of theory: ωB97M-V with the def2-TZVPD basis set

The geometry in ORCA input format:
```
! RIJCOSX wB97M-V def2-TZVPD def2/J DEFGRID3
* xyz 0 1
Sn -0.78 -2.93 -1.55
C 5.96 -0.29 -0.39
C 5.39 -0.29 0.97
N 5.95 0.25 2.02
N 5.07 -0.07 3.04
C 3.99 -0.69 2.67
S 2.73 -1.27 3.58
N 4.20 -0.81 1.29
N 3.41 -1.53 0.36
H 6.79 0.44 -0.52
H 5.13 -0.10 -1.14
H 6.42 -1.25 -0.58
H 5.27 0.26 3.98
H 3.30 -2.53 0.64
H 2.47 -1.17 0.45
N -0.28 -0.30 2.68
C -0.86 0.52 3.80
C -1.73 1.73 3.36
C -3.21 1.60 3.67
N -3.92 2.78 3.11
C -3.45 1.38 5.17
C -2.38 0.46 5.81
N -1.45 1.42 6.46
C -1.59 -0.39 4.78
H -0.17 -0.86 0.05
H -0.93 -0.97 2.32
H 0.57 -0.83 2.89
H 0.00 0.94 4.31
H -1.56 1.90 2.30
H -1.37 2.64 3.88
H -3.57 0.78 3.09
H -4.45 2.45 2.29
H -3.34 3.54 2.77
H -4.46 0.97 5.33
H -3.38 2.28 5.70
H -2.80 -0.22 6.54
H -0.60 1.07 6.85
H -1.92 1.90 7.23
H -2.22 -1.09 4.21
H -0.84 -0.98 5.36
C -0.59 -0.76 -0.92
Ge 0.80 0.64 -1.63
C 1.70 1.76 -0.40
C 2.40 2.86 -0.92
C 2.97 3.87 -0.09
C 2.91 3.62 1.30
C 2.26 2.49 1.85
C 1.59 1.58 1.00
C -0.35 1.94 -2.70
C -1.01 2.95 -2.00
C -2.04 3.67 -2.55
C -2.51 3.43 -3.82
C -1.78 2.54 -4.63
C -0.75 1.82 -4.04
C 2.11 0.01 -3.00
C 2.62 -1.29 -2.80
C 3.56 -1.81 -3.68
C 4.13 -0.97 -4.57
C 3.77 0.37 -4.67
C 2.76 0.87 -3.87
H -1.52 -0.14 -0.87
H 2.59 2.99 -1.99
H 3.61 4.71 -0.47
H 3.40 4.27 2.01
H 2.27 2.30 2.91
H 0.91 0.91 1.43
H -0.85 3.14 -0.94
H -2.58 4.31 -1.86
H -3.40 3.94 -4.12
H -1.96 2.25 -5.65
H -0.16 1.17 -4.65
H 2.28 -2.01 -2.02
H 3.94 -2.82 -3.52
H 5.00 -1.29 -5.17
H 4.42 1.06 -5.19
H 2.51 1.93 -3.87
C -2.89 -3.45 -4.24
Si -3.58 -4.12 -2.62
C -3.40 -5.92 -2.22
C -5.47 -3.95 -2.75
C -2.92 -3.12 -1.18
H -3.42 -3.89 -5.04
H -1.79 -3.69 -4.31
H -3.01 -2.30 -4.30
H -3.69 -6.11 -1.19
H -2.38 -6.33 -2.31
H -4.07 -6.49 -2.87
H -5.79 -4.12 -3.77
H -5.88 -2.94 -2.44
H -5.87 -4.75 -2.09
H -2.90 -3.65 -0.23
H -3.34 -2.16 -1.09
*
```

The energy is -4610.8337 Eh. The value obtained for the HOMO energy is -0.298 Ha. The value obtained for the LUMO energy is -0.02668 Eh. Its molar mass is 783.267 g mol⁻¹.

---

Formula: C32H50ClGeN3O2PbSSi4
Source: OMol25
Level of theory: ωB97M-V with the def2-TZVPD basis set

The geometry in ORCA input format:
```
! RIJCOSX wB97M-V def2-TZVPD def2/J DEFGRID3
* xyz 1 2
Pb 0.84 0.49 -2.01
C -1.86 4.21 -6.51
Si -2.89 3.40 -5.23
C -2.96 4.41 -3.70
C -4.59 3.11 -5.85
C -2.06 1.68 -5.02
C -2.12 0.81 -6.10
C -1.38 -0.37 -6.16
C -0.53 -0.65 -5.11
N -0.51 0.13 -4.03
C -1.26 1.24 -3.95
S -1.19 2.08 -2.37
H -2.20 5.23 -6.76
H -1.85 3.60 -7.43
H -0.82 4.29 -6.18
H -3.48 5.35 -3.98
H -1.97 4.68 -3.31
H -3.53 3.94 -2.89
H -5.12 4.06 -6.04
H -5.17 2.53 -5.14
H -4.57 2.57 -6.79
H -2.72 1.08 -6.96
H -1.45 -1.01 -7.03
H 0.12 -1.50 -5.10
Cl -0.20 -2.00 -1.40
O -1.99 -0.59 1.21
C -1.10 0.28 1.30
N -1.15 1.38 2.07
C 0.13 2.08 2.10
C 0.81 1.37 0.91
O 1.77 1.81 0.32
N 0.12 0.20 0.63
C -0.01 3.58 1.93
C -0.21 4.12 0.67
C -0.38 5.47 0.50
C -0.39 6.32 1.60
C -0.21 5.80 2.87
C -0.03 4.43 3.04
C 1.01 1.61 3.29
C 2.14 2.34 3.66
C 2.96 1.88 4.68
C 2.70 0.64 5.28
C 1.63 -0.12 4.86
C 0.77 0.38 3.88
H -1.91 1.59 2.71
H -0.21 3.47 -0.19
H -0.51 5.87 -0.50
H -0.48 7.39 1.46
H -0.22 6.46 3.72
H 0.14 4.01 4.02
H 2.38 3.27 3.17
H 3.82 2.45 5.02
H 3.33 0.28 6.10
H 1.44 -1.08 5.30
H -0.09 -0.22 3.59
C -2.85 -3.34 1.31
Si -1.68 -2.60 2.46
C -0.72 -3.83 3.42
C -2.49 -1.57 3.72
Ge 0.63 -2.07 0.81
Si 3.15 -1.53 0.95
C 3.92 -1.81 -0.69
C 3.81 0.06 1.55
C 3.63 -2.75 2.24
Si 0.94 -4.82 -0.20
C -0.70 -5.47 -0.60
C 1.74 -5.86 1.06
C 1.97 -4.61 -1.68
H -3.75 -3.58 1.91
H -2.47 -4.26 0.88
H -3.14 -2.62 0.53
H -1.28 -4.20 4.31
H 0.20 -3.37 3.80
H -0.44 -4.70 2.83
H -3.00 -2.33 4.35
H -3.24 -0.88 3.34
H -1.82 -1.03 4.39
H 3.25 -1.53 -1.51
H 4.24 -2.85 -0.83
H 4.82 -1.18 -0.77
H 3.76 0.89 0.84
H 4.85 -0.22 1.66
H 3.46 0.41 2.53
H 3.71 -3.78 1.85
H 2.91 -2.77 3.05
H 4.61 -2.49 2.66
H -1.25 -5.89 0.24
H -0.51 -6.30 -1.29
H -1.33 -4.75 -1.14
H 1.23 -5.85 2.02
H 2.81 -5.64 1.21
H 1.68 -6.89 0.66
H 1.66 -3.78 -2.33
H 1.82 -5.54 -2.24
H 3.03 -4.55 -1.47
*
```

The relative energy (zero: lowest compared OMol25 entry of this formula, charge and spin) comes out at 0.155 eV. The energy is -5850.2093 Eh. The value obtained for the HOMO energy (alpha / beta) is -0.364 / -0.389 Ha. The value obtained for the LUMO energy (alpha / beta) is -0.08758 / -0.16126 Eh. The expectation value of S² is 0.753. Its molar mass is 968.445 g mol⁻¹.

---

Formula: C32H50I2N3O7P
Source: OMol25
Level of theory: ωB97M-V with the def2-TZVPD basis set

The geometry in ORCA input format:
```
! RIJCOSX wB97M-V def2-TZVPD def2/J DEFGRID3
* xyz 0 1
C 0.82 0.93 -0.16
C 0.16 1.89 -1.17
C -1.33 2.15 -0.91
C -2.17 0.88 -1.07
C -2.26 0.38 -2.35
C -2.97 -0.74 -2.64
C -3.63 -1.36 -1.60
C -3.55 -0.88 -0.32
C -2.80 0.25 0.00
C -2.64 0.78 1.41
I -1.91 -0.73 2.79
C -3.88 1.56 1.96
C -4.99 1.82 0.94
I -3.16 3.53 2.61
C -4.34 -1.65 0.72
O -4.88 -1.13 1.68
C -4.44 -3.13 0.48
C -4.50 -4.03 1.51
C -4.58 -5.38 1.29
C -4.60 -5.84 -0.01
C -4.52 -4.98 -1.10
P -4.50 -5.68 -2.80
N -6.03 -5.53 -3.52
O -4.34 -7.31 -2.53
C -4.46 -3.63 -0.81
C -4.42 -2.60 -1.92
O -5.01 -2.78 -2.97
H 0.15 0.16 0.23
H 1.64 0.41 -0.68
H 1.29 1.43 0.69
H 0.67 2.86 -1.17
H 0.26 1.45 -2.17
H -1.68 2.80 -1.73
H -1.55 2.69 0.01
H -1.75 0.89 -3.17
H -3.01 -1.12 -3.66
H -1.82 1.49 1.37
H -4.22 1.07 2.87
H -5.60 2.64 1.32
H -5.66 0.95 0.87
H -4.62 2.14 -0.04
H -4.46 -3.63 2.53
H -4.61 -6.10 2.10
H -4.65 -6.91 -0.16
H -6.81 -5.62 -2.87
H -6.12 -4.68 -4.06
H -5.06 -7.78 -2.96
C 3.09 8.00 -4.49
O 3.64 7.16 -5.49
C 5.00 6.79 -5.27
C 5.12 5.34 -4.86
N 4.61 5.11 -3.51
C 4.42 3.70 -3.16
C 3.48 2.85 -4.01
O 2.11 3.18 -3.90
C 1.69 4.29 -4.68
H 2.15 8.39 -4.87
H 2.87 7.44 -3.57
H 3.75 8.83 -4.26
H 5.48 7.46 -4.55
H 5.51 6.92 -6.23
H 6.18 5.05 -4.89
H 4.59 4.74 -5.61
H 3.72 5.58 -3.42
H 4.04 3.69 -2.14
H 5.41 3.22 -3.14
H 3.56 1.82 -3.64
H 3.78 2.81 -5.07
H 2.22 4.35 -5.63
H 1.81 5.22 -4.12
H 0.63 4.17 -4.88
C 3.44 -1.23 7.44
O 4.06 -2.38 6.90
C 3.39 -3.60 7.19
C 2.70 -4.16 5.96
N 1.54 -3.36 5.58
C 1.00 -3.66 4.26
C 1.91 -3.50 3.04
O 2.26 -2.17 2.73
C 3.32 -1.62 3.50
H 4.14 -0.40 7.36
H 2.53 -0.96 6.88
H 3.19 -1.37 8.50
H 2.70 -3.49 8.03
H 4.17 -4.31 7.50
H 2.37 -5.19 6.18
H 3.44 -4.21 5.16
H 1.80 -2.38 5.61
H 0.15 -2.99 4.11
H 0.60 -4.68 4.27
H 1.35 -3.86 2.17
H 2.81 -4.13 3.10
H 4.08 -2.37 3.75
H 2.94 -1.15 4.41
H 3.79 -0.84 2.90
*
```

The energy is -2876.9637 Eh. Its SMILES is CCCc1ccc2c(c1[C@H](I)[C@H](C)I)C(=O)c1cccc(P(N)O)c1C2=O.COCCNCCOC.COCCNCCOC. The value obtained for the HOMO energy is -0.301 Ha. The value obtained for the LUMO energy is -0.02779 Eh. Its molar mass is 873.548 g mol⁻¹.